# 1
# C4H8SSi

2 unconnected molecules or ions with the total composition C4H8SSi (ωB97M-V/def2-TZVPD, the OMol25 dataset).

ORCA input file:
```
! RIJCOSX wB97M-V def2-TZVPD def2/J DEFGRID3
* xyz 0 1
C -0.46776 -0.84409 0.12509
C 0.19392 0.28883 -0.00602
C -1.96534 -0.56566 0.28388
C -2.15290 0.86557 -0.17146
Si 3.24790 0.41460 0.03720
S -0.61634 1.83546 0.02386
H -0.12740 -1.77044 0.31438
H -2.46563 -1.34803 -0.36895
H -2.27320 -0.79658 1.42929
H -2.44236 1.03439 -1.28905
H -3.00718 1.47158 0.44681
H 3.87697 1.12435 1.13963
H 3.83627 0.86904 -1.30170
H 2.99512 -0.99907 0.25417
*
```

Results
HOMO energy (spin up / spin down) ... -0.28427 / -0.28380 Eh
Energy relative to the best compared isomer or geometry (same formula, charge and spin) ... 337.0 kJ/mol
E_tot ... -844.6871 Eh


# 2
# C23H24ClN3NdOP

A molecular structure, C23H24ClN3NdOP (ωB97M-V/def2-TZVPD, the OMol25 dataset).

ORCA input file:
```
! RIJCOSX wB97M-V def2-TZVPD def2/J DEFGRID3
* xyz 2 4
Nd 0.98373 -1.55127 1.03699
Cl 2.50239 -0.37252 2.58617
P -0.98213 0.83409 0.03157
C -2.44870 0.45097 -0.97635
C -2.94223 1.28520 -1.99604
C -4.11084 0.95897 -2.69821
C -4.78238 -0.24457 -2.44267
C -4.27570 -1.10985 -1.46269
C -3.12624 -0.77317 -0.74440
C -1.57624 0.98292 1.79859
C -0.66526 1.47726 2.75004
C -0.99875 1.53748 4.10061
C -2.25462 1.08953 4.53782
C -3.17951 0.64393 3.59079
C -2.85354 0.60693 2.23412
C -0.62538 2.58851 -0.36344
C 0.66706 2.94185 -0.82332
C 0.96404 4.26936 -1.15197
C -0.00896 5.27363 -1.02978
C -1.27680 4.93255 -0.55708
C -1.58770 3.60538 -0.21901
H 0.33335 1.80372 2.43019
H -0.26300 1.88494 4.83027
H -2.49296 1.07473 5.60152
H -4.15052 0.28031 3.93348
H -3.58994 0.28530 1.49992
H -2.40984 2.20246 -2.25598
H -4.48962 1.62268 -3.48307
H -5.66600 -0.51966 -3.02975
H -4.77887 -2.06797 -1.28788
H -2.76591 -1.48316 0.00770
H 1.46169 2.19445 -0.92791
H 1.95397 4.54598 -1.51606
H 0.21656 6.31472 -1.28498
H -2.04126 5.70463 -0.44673
H -2.58211 3.36751 0.17016
H 0.35819 -0.77465 -2.91895
H 0.98693 -0.40289 -2.81115
C 3.60141 -5.48032 1.07294
N 3.72475 -4.39997 0.09401
C 4.93088 -4.12871 -0.52408
C 4.99133 -3.00647 -1.30549
C 3.93574 -2.09294 -1.31267
N 2.84926 -2.26895 -0.50759
C 2.75554 -3.47257 0.10434
O 1.70340 -3.63258 0.87621
N 3.91093 -0.99756 -2.07161
H 3.43719 -5.04233 2.05856
H 4.50740 -6.09687 1.02315
H 2.70541 -6.04316 0.83291
H 5.76227 -4.82673 -0.37090
H 5.87380 -2.77832 -1.88996
H 4.71370 -0.78924 -2.63764
H 3.09407 -0.40355 -2.15468
*
```

Results
HOMO energy (spin up / spin down) ... -0.50651 / -0.50636 Eh
E_tot ... -2492.8690 Eh


# 3
# C31H29BiN11Se

A molecular structure, C31H29BiN11Se (ωB97M-V/def2-TZVPD, the OMol25 dataset).

ORCA input file:
```
! RIJCOSX wB97M-V def2-TZVPD def2/J DEFGRID3
* xyz 3 1
Bi 0.47120 0.67125 -0.21961
N 1.34824 0.41291 2.06172
C 2.53309 1.15444 2.10162
C 2.71642 2.02395 3.22765
C 3.90656 2.68577 3.40172
C 4.97549 2.43200 2.50180
C 4.72086 1.73923 1.30389
C 5.70582 1.70499 0.24592
C 5.29580 1.32142 -0.99868
C 3.97629 0.76993 -1.22064
N 3.06794 0.68183 -0.23246
C 3.44302 1.14660 1.03620
H 1.46985 -0.64374 2.05352
H 0.60552 0.60813 2.75255
H 1.92604 2.13344 3.93050
H 3.99778 3.32033 4.23717
H 6.02479 2.55002 2.74828
H 6.77705 1.97131 0.46452
H 5.91310 1.37060 -1.92252
H 3.63532 0.51305 -2.19735
C -0.25653 -1.89744 -4.17788
C 0.24580 -1.19640 -3.11919
N -0.52451 -0.58203 -2.24178
C -1.84966 -0.69156 -2.37598
C -2.43032 -1.06624 -3.59762
C -1.60481 -1.75349 -4.49486
C -3.82877 -0.75690 -3.82762
C -4.62446 -0.26801 -2.79291
C -4.06588 -0.16557 -1.45496
C -4.86058 0.20157 -0.35777
C -4.21621 0.38268 0.90062
C -2.82268 0.32234 0.95025
N -2.04175 -0.04460 -0.06610
C -2.68656 -0.35444 -1.24939
H 0.40029 -2.49476 -4.80452
H 1.35022 -1.13427 -2.94623
H -1.97446 -2.07321 -5.45687
H -4.22539 -0.98711 -4.80372
H -5.65995 -0.02952 -2.95564
H -6.01573 0.26985 -0.38030
H -4.73323 0.52069 1.84490
H -2.31677 0.48931 1.89875
Se -1.23329 3.30082 -0.58410
N -0.87890 5.10803 -0.59269
C 0.19314 5.44267 0.03425
C 0.74276 6.76673 0.20501
C 2.00647 6.83044 0.81398
C 2.64599 5.64208 1.13075
N 2.29787 4.36399 0.98591
C 1.04362 4.26568 0.33515
N 0.55166 3.08054 0.03574
H 0.12182 7.63687 0.03591
H 2.50167 7.77310 0.98955
H 3.60090 5.67113 1.65754
C -3.24808 -4.44699 1.59705
C -2.25805 -5.01888 0.58188
C -2.35252 -4.27162 -0.81498
C -0.84099 -5.31908 1.15000
N 0.03904 -4.17116 1.23957
C -0.05643 -2.88355 1.63797
N 1.05017 -2.24912 1.34159
N 1.82571 -3.10118 0.54936
N 1.20144 -4.24475 0.46592
H -4.29327 -4.58610 1.26088
H -3.12726 -3.35723 1.81121
H -3.19219 -5.02631 2.49266
H -2.65409 -6.01336 0.35021
H -1.60471 -3.51551 -0.99596
H -3.30092 -3.68268 -0.86079
H -2.45623 -5.04893 -1.60626
H -0.29933 -6.05416 0.58641
H -0.99142 -5.70863 2.18540
H -0.80278 -2.44116 2.21395
*
```

Results
HOMO energy ... -0.59408 Eh
E_tot ... -4416.0332 Eh


# 4
# C7H17NP

A gas-phase ion, C7H17NP (charge +1) (ωB97M-V/def2-TZVPD, the OMol25 dataset).

ORCA input file:
```
! RIJCOSX wB97M-V def2-TZVPD def2/J DEFGRID3
* xyz 1 1
C 0.38673 -0.54779 1.29581
C 1.42132 -0.69879 0.20463
C -1.05177 -0.39379 0.60967
C 1.41882 0.34013 -0.85219
C -1.72193 -1.67923 0.06536
C -1.96533 0.40131 1.67864
C 1.86717 1.79743 -0.40443
N -0.92366 0.50224 -0.57242
P 1.20969 -0.23567 -2.62395
H 0.56352 -1.52662 1.84089
H 0.53665 0.09436 2.12053
H 2.42422 -0.84898 0.65759
H 1.20793 -1.57547 -0.34203
H -1.09771 -2.12527 -0.67327
H -2.72126 -1.39190 -0.36333
H -1.67204 -2.52651 0.80361
H -1.61926 1.48847 1.79106
H -2.25815 -0.28566 2.57722
H -2.90409 0.54667 1.25036
H 2.90764 1.78556 -0.27529
H 1.44676 2.18244 0.44885
H 1.75976 2.38667 -1.24323
H -1.25110 -0.08615 -1.34888
H -1.23385 1.39459 -0.46571
H 2.46388 -0.02202 -3.17162
H 0.80605 1.02398 -3.00787
*
```

Results
HOMO energy ... -0.51675 Eh
Energy relative to the best compared isomer or geometry (same formula, charge and spin) ... 183.1 kJ/mol
E_tot ... -672.6572 Eh


# 5
# C21H28AuN2Te

A molecular structure, C21H28AuN2Te (ωB97M-V/def2-TZVPD, the OMol25 dataset).

ORCA input file:
```
! RIJCOSX wB97M-V def2-TZVPD def2/J DEFGRID3
* xyz 1 1
Au -0.30421 0.65359 0.83684
C -0.72813 -2.20346 -1.08861
C 0.65622 -2.10144 -1.11742
C 1.09474 -2.56765 0.12449
C -0.09767 -2.99268 0.97155
C -1.19132 -2.75770 0.24212
C -2.61638 -2.98529 0.61349
C 0.04229 -3.55213 2.33725
C 2.45669 -2.61382 0.61456
C 1.53470 -1.57366 -2.20857
C -1.66061 -1.87133 -2.17141
H -2.93445 -3.99848 0.35508
H -3.28426 -2.29589 0.09880
H -2.76057 -2.85444 1.68431
H 0.51590 -4.53774 2.30203
H -0.92259 -3.66013 2.82558
H 0.68015 -2.91390 2.95361
H 2.66163 -3.56159 1.12025
H 2.51146 -1.83597 1.40121
H 3.20119 -2.41141 -0.15109
H 2.23869 -2.33190 -2.55444
H 2.12139 -0.72420 -1.85205
H 0.95640 -1.25071 -3.07108
H -2.54990 -1.37452 -1.78202
H -2.00754 -2.81008 -2.62316
H -1.20892 -1.26046 -2.94796
C -1.04630 2.36830 -4.38147
C -1.51905 1.91476 -3.04406
C -2.78642 1.79194 -2.51547
C -2.61902 1.36046 -1.18904
N -1.32505 1.20702 -0.93137
N -0.67054 1.53347 -2.06895
C -3.65404 1.07900 -0.15451
H -1.89037 2.71470 -4.97200
H -0.56012 1.55846 -4.92713
H -0.33604 3.19036 -4.28937
H -3.71446 2.01359 -3.01381
H 0.33302 1.60733 -2.05265
H -4.56188 1.64117 -0.36251
H -3.28896 1.35034 0.83543
H -3.91577 0.01900 -0.13697
Te 0.96733 0.16564 2.98029
C 2.07451 1.97542 2.98686
C 1.48291 3.15102 3.43732
C 2.21213 4.33174 3.46420
C 3.53617 4.34520 3.04922
C 4.13091 3.17259 2.60749
C 3.40290 1.99053 2.57551
H 0.45326 3.14514 3.77055
H 1.74475 5.24186 3.81747
H 4.10445 5.26555 3.07661
H 5.16608 3.17461 2.29077
H 3.87468 1.07777 2.23422
*
```

Results
HOMO energy (spin up / spin down) ... -0.36493 / -0.36495 Eh
Energy relative to the best compared isomer or geometry (same formula, charge and spin) ... 51.7 kJ/mol
E_tot ... -1329.9603 Eh


# 6
# C20H40BrN3O2PS

2 unconnected molecules or ions with the total composition C20H40BrN3O2PS (ωB97M-V/def2-TZVPD, the OMol25 dataset).

ORCA input file:
```
! RIJCOSX wB97M-V def2-TZVPD def2/J DEFGRID3
* xyz -1 1
C 5.10637 -4.77834 2.49066
O 4.05545 -4.58766 1.57641
C 3.76920 -3.21770 1.35761
P 1.97400 -2.96589 0.79667
Br 1.80289 -1.03183 2.32532
C 0.13122 -2.88652 0.34216
C -0.64456 -1.58424 0.44503
C -1.94315 -1.66585 -0.39512
C -2.77843 -0.37295 -0.27735
C -4.14119 -0.56487 0.38724
N -4.06855 -0.45083 1.85730
C 2.49893 -1.87478 -0.69885
C 3.28982 -0.58242 -0.48466
C 4.02028 -0.19328 -1.78240
C 4.77441 1.16752 -1.72734
N 4.76737 1.84408 -0.44812
C 5.68906 1.65291 0.54130
C 5.33860 2.43716 1.61616
C 4.16134 3.13009 1.25713
C 3.83405 2.74184 -0.02173
N 1.47110 -4.21904 2.26013
C 1.60728 -4.06056 3.42374
S 1.93422 -4.03996 5.00399
H 5.90507 -4.03870 2.35580
H 5.52186 -5.77505 2.33487
H 4.75263 -4.70971 3.52556
H 3.99655 -2.61367 2.23715
H 4.40975 -2.87408 0.53516
H 2.10780 -4.12785 -0.03511
H 0.10310 -3.22557 -0.69808
H -0.37447 -3.65083 0.93327
H -0.96212 -1.38225 1.46573
H -0.07262 -0.73661 0.06178
H -2.53007 -2.47918 0.04308
H -1.69211 -1.88618 -1.43294
H -2.92191 0.08533 -1.26035
H -2.23420 0.35146 0.33283
H -4.57311 -1.51818 0.06724
H -4.80682 0.23152 0.04352
H -4.12969 -1.36291 2.29487
H -4.88160 0.04979 2.19437
H 1.63654 -1.64091 -1.32928
H 3.12801 -2.54520 -1.29676
H 4.02462 -0.66271 0.31403
H 2.59450 0.22364 -0.25277
H 3.27193 -0.13207 -2.57447
H 4.74825 -0.97371 -2.01082
H 4.36321 1.84444 -2.47598
H 5.81432 0.99844 -2.00759
H 6.50340 0.96074 0.40829
H 5.87574 2.47382 2.54900
H 3.59346 3.81909 1.85961
H 3.00683 3.04564 -0.64042
C -7.21287 4.82652 -3.07852
C -7.41684 3.62572 -2.16922
O -6.34880 2.70010 -2.18287
C -5.08486 3.19831 -1.77538
C -5.06299 3.73745 -0.35566
H -7.04371 4.50221 -4.10630
H -8.09654 5.46582 -3.05485
H -6.35829 5.43121 -2.77280
H -8.28647 3.05926 -2.50437
H -7.63040 3.95510 -1.14550
H -4.72549 3.95349 -2.48387
H -4.40125 2.35214 -1.84624
H -5.72618 4.59489 -0.22978
H -4.05446 4.05449 -0.08971
H -5.37894 2.96461 0.34656
*
```

Results
HOMO energy ... -0.17638 Eh
Energy relative to the best compared isomer or geometry (same formula, charge and spin) ... 0.0 kJ/mol
E_tot ... -4414.3455 Eh


Number 2 is which compound?
C23H24ClN3NdOP